The following is a quantum chemistry calculation of 6 unconnected molecules or ions with the total composition C6H6Cl18 at a distorted geometry, from OMol25.

Each line ends with the Löwdin charge.
CARTESIAN COORDINATES (ANGSTROEM)
Cl  -22.07489  -12.90904  10.63144  0.5211
C  -21.21897  -13.08134  9.11479  -1.5880
Cl  -22.43290  -13.39020  7.87287  0.5159
Cl  -20.00756  -14.33886  9.20932  0.5340
H  -20.76372  -12.11843  8.88316  0.0151
Cl  -17.18210  -13.93738  17.90517  0.4923
C  -16.77816  -14.47040  16.22495  -1.5489
Cl  -17.25021  -16.08293  15.80885  0.5497
Cl  -15.03802  -14.40995  15.92514  0.4976
H  -17.25352  -13.74768  15.56177  0.0127
Cl  -13.77827  -13.27255  5.22055  0.4563
C  -15.43343  -13.25594  4.41818  -1.4341
Cl  -16.47020  -14.61586  5.01167  0.4782
Cl  -15.25656  -13.35441  2.63261  0.4892
H  -15.94553  -12.32118  4.64638  0.0106
Cl  -16.52555  -8.59368  10.31021  0.5205
C  -16.27509  -10.32887  10.49233  -1.5692
Cl  -16.71125  -11.14740  9.00409  0.5155
Cl  -17.30553  -10.94807  11.77099  0.5115
H  -15.24894  -10.57376  10.76644  0.0220
Cl  -13.06619  -8.53979  17.10751  0.4919
C  -13.93313  -9.75500  16.11674  -1.5797
Cl  -13.09776  -10.01417  14.57412  0.5163
Cl  -15.54430  -9.21217  15.95503  0.5570
H  -13.98706  -10.65333  16.73171  0.0123
Cl  -15.53927  -3.87548  14.99028  0.5241
C  -16.59790  -3.87091  13.58644  -1.5019
Cl  -16.06133  -2.67591  12.35548  0.5020
Cl  -18.34116  -3.77820  14.10520  0.4759
H  -16.55779  -4.85249  13.11423  0.0001

Computed properties:
- energy relative to the best compared isomer or geometry (same formula, charge and spin) (kcal/mol) = 22.1
- Kohn-Sham gap (eV) = 11.24
- SMILES = ClC(Cl)Cl.ClC(Cl)Cl.ClC(Cl)Cl.ClC(Cl)Cl.ClC(Cl)Cl.ClC(Cl)Cl
- E_HOMO (eV) = -11.127
- E_LUMO (Eh) = 0.004
- total energy (Ha) = -8515.61892